Formula: C5H11N
Source: the Open Molecules 2025 dataset
Level of theory: wB97M-V/def2-TZVPD

Properties
Maximum force: 0.0581 Eh/bohr
Energy relative to the best compared isomer or geometry (same formula, charge and spin): 126.20 kJ/mol
Energy: -251.8145 hartree
Frontier orbital gap: 9.35 eV
SMILES: CC(C)=C(C)N

The geometry in ORCA input format:
```
! wB97M-V def2-TZVPD RIJCOSX def2/J DEFGRID3
* xyz 0 1
C -0.7334 1.1039 1.3642
N -0.8779 1.0500 -1.5680
C 0.0074 0.2088 -0.8355
C 0.1048 0.1496 0.5031
C 0.6483 -1.0396 1.2897
C 0.6729 -0.8639 -1.6790
H -0.9954 0.5217 2.2546
H -0.3298 2.0637 1.6817
H -1.7559 1.1295 0.9763
H -1.6441 1.3060 -0.9560
H -0.4877 1.9075 -1.9434
H 0.7632 -0.7108 2.3195
H -0.0917 -1.8754 1.3664
H 1.6143 -1.5241 1.0229
H 0.6629 -1.9313 -1.4146
H 1.7785 -0.7396 -1.6080
H 0.6636 -0.7560 -2.7739
*
```

Formula: C3H6N3O
Source: the Open Molecules 2025 dataset
Level of theory: wB97M-V/def2-TZVPD

Properties
Maximum force: 0.0929 Eh/bohr
Energy relative to the best compared isomer or geometry (same formula, charge and spin): 387.76 kJ/mol
Energy: -357.0091 hartree
Frontier orbital gap: 8.93 eV
SMILES: [NH2+]=C=NCCN=O

The geometry in ORCA input format:
```
! wB97M-V def2-TZVPD RIJCOSX def2/J DEFGRID3
* xyz 1 1
C 1.3254 0.2407 0.0155
C -0.3846 -1.4637 0.3221
C -1.3351 -0.3976 -0.1938
N 0.9275 -0.8607 0.2627
N -0.8029 0.8618 -0.1590
N 2.1147 1.2743 -0.1080
O -1.3368 1.9137 0.0585
H -0.7238 -1.8530 1.3402
H -0.3896 -2.3367 -0.3473
H -1.6074 -0.4617 -1.1665
H -2.1765 -0.5141 0.4117
H 2.1345 1.6185 -1.0263
H 2.2547 1.9785 0.5903
*
```

Formula: C4H5N3O
Source: the Open Molecules 2025 dataset
Level of theory: wB97M-V/def2-TZVPD

Properties
Maximum force: 0.1286 Eh/bohr
Energy relative to the best compared isomer or geometry (same formula, charge and spin): 518.73 kJ/mol
Energy: -394.7700 hartree
Frontier orbital gap: 8.82 eV
SMILES: [H]/N=C1/N=COC=CN1

The geometry in ORCA input format:
```
! wB97M-V def2-TZVPD RIJCOSX def2/J DEFGRID3
* xyz 0 1
C -0.5298 0.5562 1.1183
C -0.5832 -0.5895 -1.0729
C 0.7772 -0.8549 -1.3624
C 1.8212 -0.2350 0.7164
H -2.1638 1.5795 1.3990
H -1.9988 0.6726 -0.2442
H -1.3775 -0.4836 -1.9739
H 1.0661 -1.3225 -2.3694
H 2.8235 -0.1737 0.9778
N -1.2184 1.6473 1.6866
N -1.3060 -0.2054 0.1713
N 0.8038 0.4466 1.3014
O 1.8857 -1.0377 -0.3480
*
```

Formula: C20H24FN3O2
Source: the Open Molecules 2025 dataset
Level of theory: wB97M-V/def2-TZVPD

Properties
Maximum force: 0.0091 Eh/bohr
Energy relative to the best compared isomer or geometry (same formula, charge and spin): 19.61 kJ/mol
Energy: -1191.1647 hartree
Frontier orbital gap: 8.46 eV
SMILES: CCN(CC)CCNC(=O)c1ccc(NC(=O)c2ccc(F)cc2)cc1

The geometry in ORCA input format:
```
! wB97M-V def2-TZVPD RIJCOSX def2/J DEFGRID3
* xyz 0 1
C 6.0496 -0.9518 5.3525
H 6.6192 -1.8499 5.5790
H 5.8294 -0.9477 4.2875
H 6.6682 -0.0885 5.5777
C 4.7547 -0.9514 6.1777
N 3.8159 0.1164 5.9292
C 3.2470 0.1879 4.6049
H 3.5572 1.0979 4.0692
C 1.7075 0.1498 4.6775
N 1.1089 0.2133 3.3674
C 0.5168 -0.8538 2.7772
O 0.3824 -1.9257 3.3337
C 0.0056 -0.5970 1.3984
C -1.1596 -1.2438 0.9971
C -1.6869 -1.0537 -0.2639
C -1.0344 -0.2153 -1.1647
C 0.1509 0.4113 -0.7788
C 0.6629 0.2266 0.4892
H 1.5960 0.7047 0.7526
H 0.6737 1.0455 -1.4823
N -1.4985 0.0192 -2.4601
C -2.6744 -0.3767 -3.0341
O -3.5441 -1.0008 -2.4666
C -2.8184 0.0586 -4.4580
C -1.7434 0.1346 -5.3396
C -1.9435 0.5172 -6.6533
C -3.2260 0.8265 -7.0713
C -4.3146 0.7435 -6.2205
C -4.1021 0.3480 -4.9145
H -4.9272 0.2570 -4.2250
H -5.3012 0.9798 -6.5857
F -3.4187 1.2108 -8.3470
H -1.1246 0.5732 -7.3530
H -0.7473 -0.1383 -5.0219
H -0.8996 0.6125 -3.0178
H -2.5970 -1.5480 -0.5582
H -1.6488 -1.9020 1.6985
H 1.1842 1.0804 2.8610
H 1.3922 -0.7919 5.1299
H 1.3402 0.9785 5.2891
H 3.5734 -0.6719 4.0171
C 4.0096 1.3745 6.6076
C 5.1887 2.2461 6.1486
H 6.1369 1.8216 6.4654
H 5.0991 3.2381 6.5850
H 5.1975 2.3473 5.0658
H 3.0860 1.9483 6.4866
H 4.1238 1.1604 7.6746
H 5.0077 -0.9204 7.2405
H 4.2272 -1.8932 5.9893
*
```

Formula: C5H5S2
Source: the Open Molecules 2025 dataset
Level of theory: wB97M-V/def2-TZVPD

Properties
Maximum force: 0.0798 Eh/bohr
Energy relative to the best compared isomer or geometry (same formula, charge and spin): 500.75 kJ/mol
Energy: -989.7104 hartree
Frontier orbital gap (spin up / spin down): 4.98 / 4.98 eV

The geometry in ORCA input format:
```
! wB97M-V def2-TZVPD RIJCOSX def2/J DEFGRID3
* xyz -1 1
C 0.5533 -0.5774 -0.3296
C 1.3824 0.3472 -0.8034
C -0.0831 -0.7509 0.9496
C 0.3426 2.8527 -0.2697
C -1.3499 -1.4422 0.7478
S 0.1053 4.1704 0.7166
S 1.8498 1.9503 -0.1294
H 0.3604 -1.3934 -1.0855
H 1.7849 0.0425 -1.7451
H -1.1516 -2.4917 0.9612
H -2.1190 -1.2338 1.4054
H -1.6752 -1.4737 -0.4178
*
```

Formula: C21H40BBr4Cl2F5LiMgN2O12P
Source: the Open Molecules 2025 dataset
Level of theory: wB97M-V/def2-TZVPD

Properties
Maximum force: 0.0944 Eh/bohr
Energy: -14125.6082 hartree
Frontier orbital gap: 2.18 eV

The geometry in ORCA input format:
```
! wB97M-V def2-TZVPD RIJCOSX def2/J DEFGRID3
* xyz 0 1
C 2.1045 0.9420 0.6077
C 2.6925 1.5067 -0.6783
P 2.5469 0.2172 -2.0904
C 1.8553 1.1934 -3.5429
O 1.4566 -0.8975 -1.5074
C 0.2546 -1.0961 -2.1508
O 0.1934 -1.8191 -3.0356
C -1.0231 -0.4933 -1.7209
C -1.7702 -1.1053 -0.8129
C -2.9188 -0.5214 -0.4822
O -3.7098 -0.9988 0.3576
N -3.2936 0.5937 -1.0116
O -4.4659 1.1305 -0.5856
C -2.5995 1.1920 -1.9160
C -2.9968 2.4395 -2.5707
C -2.7562 3.5839 -1.6416
C -1.2874 3.6335 -1.3500
C -0.9161 3.7582 0.1119
O -1.7902 3.1225 0.9506
C -1.4673 0.6412 -2.2717
H 2.4553 1.5131 1.4439
H 2.4215 -0.0759 0.7035
H 1.0380 0.9971 0.6086
H 3.7097 1.8118 -0.5279
H 2.1306 2.4400 -0.9172
H 2.7034 1.4709 -4.1404
H 1.4027 2.1665 -3.2060
H 1.1936 0.6497 -4.1909
H -1.4842 -2.0228 -0.3736
H -3.3205 -0.8461 1.2508
H -4.4931 1.1106 0.4218
H -4.0400 2.3737 -2.8078
H -2.4223 2.5290 -3.4705
H -3.0433 4.4877 -2.1345
H -3.3782 3.4765 -0.7770
H -0.7725 2.7240 -1.7614
H -0.8595 4.4968 -1.8622
H 0.0848 3.3523 0.2804
H -0.8693 4.7851 0.3963
H -1.6099 2.1884 0.9731
H -0.9023 1.1097 -3.0238
B 2.1950 -4.1161 -1.0037
F 2.7628 -3.1845 -0.1161
F 2.5321 -5.4151 -0.6111
F 0.7876 -3.9693 -0.9842
F 2.6562 -3.8739 -2.2781
Mg 1.7324 3.4715 -2.1418
Br 1.5483 8.4366 0.2921
C 2.3281 7.1309 1.5030
C 3.7821 6.9407 1.2416
Br 4.1282 5.8614 -0.3686
H 1.7735 6.2305 1.3886
H 2.1612 7.5264 2.5011
H 4.2432 6.3878 2.0550
H 4.3146 7.8722 1.0906
C -7.3279 0.8912 1.1933
C -7.3515 2.3936 1.4085
C -8.6736 2.9993 0.9553
O -6.2857 3.0167 0.6762
H -7.4473 0.6772 0.1198
H -6.3532 0.4186 1.5315
H -8.1351 0.3960 1.7394
H -7.1897 2.6116 2.4614
H -8.8311 2.8274 -0.1139
H -8.6723 4.0790 1.1099
H -9.5132 2.5695 1.5026
H -6.4400 2.8281 -0.2537
F -1.7400 5.1398 2.0978
O 5.3396 -4.9582 -4.0490
Cl 4.5278 -6.1086 -4.2696
O 5.3028 -7.1817 -4.8222
O 3.4123 -5.8010 -5.1266
O 3.9868 -6.5567 -2.9708
Br 2.0166 -5.4926 2.2909
C 2.7477 -6.7870 3.5475
C 3.5957 -7.8081 2.8404
Br 2.5010 -9.1244 1.9068
H 1.9109 -7.2223 4.0803
H 3.3523 -6.2099 4.2419
H 4.1814 -8.3795 3.5546
H 4.2562 -7.3700 2.1015
C 5.6966 -4.2868 3.5429
N 6.4156 -5.0669 4.5856
O 6.1990 -6.2559 4.6456
O 7.1679 -4.4583 5.3042
H 5.0644 -4.9609 2.9821
H 5.1046 -3.5328 4.0501
H 6.4420 -3.8318 2.9004
Li 2.3154 -7.4117 -2.4625
Cl -4.5751 0.8970 2.5851
*
```